The following is a DFT calculation (the ωB97M-V functional and the def2-TZVPD basis) of 2 unconnected molecules or ions with the total composition C4H11N3O in a non-equilibrium geometry.

For the electronic energy, the calculation gives -398.323101 a.u. The relative energy (zero: lowest compared OMol25 entry of this formula, charge and spin) comes out at 145.0 kcal/mol. The gap between HOMO and LUMO (spin up / spin down) is 8.5 / 8.5 eV. As for the spin multiplicity: 1.

XYZ file:
```
19
Properties=species:S:1:pos:R:3:forces:R:3
C -0.112 -1.030 -1.206 -0.4 -1.1 0.4
C -1.326 1.490 -0.294 0.2 -0.1 0.3
C 1.231 -1.681 -1.245 0.0 0.0 0.2
N -0.128 0.735 0.085 0.4 0.2 0.0
C -0.328 -0.210 1.241 0.4 1.0 -0.3
N -0.299 0.467 2.462 -0.1 -0.2 0.1
O 0.905 1.738 0.278 -0.4 -0.4 0.3
N -0.508 -1.393 0.940 0.2 0.4 -1.1
H 1.720 1.220 0.203 -0.1 0.1 0.0
H 0.283 1.295 2.483 0.0 -0.1 -0.1
H -0.141 -0.151 3.243 0.0 0.1 0.0
H -0.221 -0.256 -1.960 0.0 0.3 0.4
H -0.966 -1.688 -1.236 0.1 -0.2 -0.2
H -2.162 0.797 -0.361 0.1 -0.1 0.0
H -1.147 1.950 -1.267 0.0 0.0 0.1
H -1.549 2.254 0.453 0.0 0.1 -0.1
H 1.284 -2.527 -0.563 0.0 0.1 0.0
H 1.433 -2.033 -2.265 0.0 0.1 0.0
H 2.030 -0.977 -0.990 0.0 0.0 0.0
```
Forces are in eV/Å.

Quick look at the Löwdin charges, all values in e: -0.063 -0.057 -0.141 -0.227 -0.600 0.109 -0.032 0.133 0.097 0.074 0.085 0.073 0.063 0.098 0.088 0.089 0.066 0.080 0.066